# 1
DFT (ωB97M-V with the def2-TZVPD basis set) results for C2H2INO2 in the gas phase.

Computed properties:
Gap between HOMO and LUMO ... 10.2445 eV
Energy above the lowest of the compared OMol25 structures with the same formula, charge and spin ... 2.641 eV
SMILES ... O=CO/N=C/I
Electronic energy ... -15789.4703 eV
Molecular weight ... 198.947 g/mol

Positions of all 8 atoms, in Å:
O: -0.8563 0.8469 0.2246
H: -0.3512 2.2343 -0.9908
N: -0.8673 -0.4580 0.7530
C: -0.3149 1.0960 -0.9470
H: 1.1428 -0.3215 0.5894
C: 0.2998 -0.9192 0.7506
I: 0.6459 -2.9098 1.3200
O: 0.3011 0.4313 -1.6999

Cartesian forces, eV/Å:
-0.97 0.23 1.53
-0.40 -1.02 -0.50
-0.32 -1.00 -0.70
0.97 3.41 -0.06
1.33 0.54 -0.57
-0.61 -1.34 1.08
-0.15 0.59 -0.09
0.15 -1.42 -0.69

# 2
DFT (ωB97M-V with the def2-TZVPD basis set) results for a 3-piece molecular cluster, C3H9NO2 overall.

Computed properties:
Gap between HOMO and LUMO ... 10.6956 eV
Energy above the lowest of the compared OMol25 structures with the same formula, charge and spin ... 3.298 eV
SMILES ... [H][H].C=NC.O=CO
Electronic energy ... -8839.6571 eV
Molecular weight ... 91.110 g/mol

Positions of all 15 atoms, in Å:
C: -1.1017 -0.4320 1.1570
H: -2.2925 0.3482 -1.0527
C: 2.2712 -0.8308 0.4241
H: -1.9531 0.1798 1.3447
H: -1.3005 -0.5211 -2.3048
H: 0.7326 -1.6276 -0.2627
O: 1.8925 0.2745 0.2059
H: -0.0886 4.0665 -1.5941
N: -0.7801 -0.6814 -0.2019
H: -1.1684 -1.4255 1.7858
O: 1.7162 -1.9223 0.1089
H: -0.1804 -0.0391 1.7172
H: 3.1717 -0.9807 1.1576
C: -1.4561 -0.3091 -1.1573
H: 0.5372 3.9006 -1.3279

Cartesian forces, eV/Å:
2.19 -1.58 2.91
-0.90 0.50 0.44
3.13 1.02 3.24
-0.75 0.55 0.04
0.48 -0.06 2.45
1.84 -0.45 0.74
-0.48 1.63 -0.73
-1.56 0.43 -0.67
1.75 -2.17 0.50
-0.42 1.49 -1.66
-3.56 -1.71 -1.78
-1.25 0.11 -1.18
-0.97 -0.09 -1.39
-1.04 0.80 -3.58
1.56 -0.43 0.67

# 3
DFT (ωB97M-V with the def2-TZVPD basis set) results for C10H36Mn2N16O10 as an isolated structure.

Computed properties:
Charge ... +2
⟨S²⟩ ... 30.01
Gap between HOMO and LUMO (spin up / spin down) ... 5.2431 / 5.1082 eV
Energy above the lowest of the compared OMol25 structures with the same formula, charge and spin ... 0.000 eV
Electronic energy ... -117905.1771 eV
Multiplicity ... 11
Molecular weight ... 650.376 g/mol

Positions of all 74 atoms, in Å:
H: -0.5902 5.4287 -1.6442
H: 0.1128 1.6115 0.0827
N: -2.1991 1.7737 -1.5650
H: -2.0099 5.7309 -0.7622
H: -3.0328 -0.7299 3.3040
H: -0.5409 -0.0630 -4.4931
O: 1.9793 1.8327 -3.9140
O: 0.4931 4.2535 0.3858
C: -2.3241 2.3568 -2.8169
N: -1.0878 5.3265 -0.7767
H: 0.5673 -4.7668 -1.5674
C: 1.0320 1.0432 -0.0909
H: 1.1281 1.5428 4.7267
N: 1.5374 1.6176 3.8104
H: 2.8033 2.6063 5.6473
N: -2.0430 -0.6356 3.4365
H: -1.4618 -3.7588 -0.6992
N: 3.0244 -3.3341 -0.1582
N: 0.3627 0.2047 -4.1373
N: -1.3275 5.0711 1.4524
H: 0.6078 -0.2402 -3.2595
H: 0.4898 -1.1352 -0.0404
N: -1.7299 -0.7630 1.2264
Mn: 2.9657 0.6484 -2.3247
C: 0.7177 -0.3228 -0.7405
H: -3.1769 4.0617 -3.5402
C: 2.2644 -4.3836 -0.5209
H: -2.2123 5.5288 1.3029
H: -1.7003 -0.4902 4.3711
H: -1.0355 -2.4185 -1.6448
H: 2.6255 -2.4490 -0.4356
H: 4.0177 -3.4165 -0.0375
H: 1.1622 2.5137 -6.1116
H: 1.0367 -3.0394 -1.2607
H: -2.2852 2.2510 -0.6898
H: 1.3269 0.9631 0.9618
O: 2.0083 1.8789 -0.7381
N: -3.6951 -3.4752 -0.1918
N: -1.7307 -2.8663 -1.0794
C: 1.1751 -4.4221 2.9671
O: 0.8627 -4.4041 4.1557
C: -1.1377 -0.7688 2.4382
C: 2.4707 2.5652 3.6390
H: -0.0209 1.2059 -6.2822
O: -2.1165 1.7694 -3.8555
H: -4.6911 -3.4821 -0.0485
O: -3.4736 -1.4457 -1.2856
N: 2.9921 3.0428 4.7631
C: -0.6141 4.8430 0.3703
O: 2.7601 2.9964 2.4980
N: 0.6928 1.6916 -5.7699
H: 2.1800 -5.3210 1.4825
H: 3.6797 3.7637 4.6099
H: -3.3456 -4.3921 -0.4238
H: -2.8542 4.0534 -1.8205
N: -2.8415 3.6010 -2.7103
O: 0.0900 -0.7001 2.5628
H: -0.2623 -0.2008 -1.2231
N: 1.1352 -4.0388 -1.1736
N: 0.9708 -3.4732 1.9917
H: -2.7122 -0.9675 1.2577
H: -2.2259 0.7663 -1.6407
H: 0.6774 -3.7030 1.0591
H: -1.0864 4.8725 2.4077
N: 1.8443 -5.4445 2.4184
H: 0.7296 -2.5259 2.2610
O: 1.6923 -0.8804 -1.5851
Mn: 2.5088 3.5763 0.4609
C: -3.0127 -2.5146 -0.8597
H: 1.2151 0.9288 3.1387
O: 2.5732 -5.5640 -0.3277
H: -1.1170 -0.6098 0.4466
H: 2.1633 -6.0766 3.1392
C: 1.0184 1.3013 -4.5284

Cartesian forces, eV/Å:
0.35 -0.46 0.20
-0.26 0.02 -0.86
0.95 -0.90 -1.19
0.14 0.32 -0.15
0.03 -0.01 -0.02
-0.01 0.40 -0.23
0.89 -0.69 1.26
1.12 -0.15 0.36
-0.87 -0.26 1.43
-1.33 0.44 -0.38
-0.07 0.20 -0.11
0.13 0.54 1.82
0.14 -0.36 0.01
-0.39 -0.04 0.26
0.35 0.14 0.11
0.67 -0.13 1.06
0.39 0.14 0.01
-0.04 1.03 -0.15
0.15 -0.68 1.32
-1.51 0.31 0.59
0.11 0.09 0.01
0.36 0.57 0.85
0.20 -0.22 0.66
-2.69 0.17 0.60
-0.17 -0.43 -0.12
0.15 0.11 0.12
1.56 -2.54 -0.52
-0.01 0.09 0.43
-0.08 -0.40 0.01
-0.61 0.46 -0.22
0.67 0.33 0.10
-0.12 -0.29 0.18
-0.28 -0.08 -0.34
-0.64 -0.20 -0.87
-0.38 -0.12 -0.03
0.50 -0.81 -0.12
1.14 0.05 -0.46
0.01 -1.09 0.35
1.08 -1.45 0.50
0.04 -0.64 0.35
0.04 0.99 -0.81
-0.31 1.38 -0.29
-1.55 -1.14 0.16
-0.03 0.29 -0.16
0.15 -0.08 -0.22
-0.02 0.65 -0.31
0.38 -0.50 0.99
0.59 0.85 -0.85
2.03 -0.02 -0.58
0.79 0.74 -1.53
0.51 0.87 0.63
0.69 -0.91 0.10
0.03 0.02 0.73
-0.20 -0.21 0.45
-0.38 0.03 -0.10
0.11 0.94 -0.90
-0.07 0.27 0.47
0.13 0.19 -0.79
-0.43 0.72 0.42
-1.07 2.23 0.37
-0.03 0.15 -1.22
-0.08 -0.04 0.65
0.10 -0.46 0.20
0.39 -0.34 -0.23
-0.24 -0.67 1.22
-0.17 -0.43 0.24
1.24 1.73 -1.02
-1.91 -1.75 0.64
-0.97 2.02 -1.88
0.01 0.10 -0.23
-0.22 0.99 -0.15
-0.85 -0.50 -0.23
0.24 -0.44 -0.81
-0.58 -1.14 -1.79

Among the records above, which one has the lowest electronic energy?
C10H36Mn2N16O10